DFT (ωB97M-V/def2-TZVPD) results for a structure of composition C29H41F5OP2W in a non-equilibrium geometry.

For the HOMO energy (alpha / beta), the calculation gives -12.3 / -12.3 eV. The total energy comes out at -66756.270 eV. Its multiplicity is 3. The net charge is +2.

Cartesian coordinates (Å):
W: 0.108 0.799 1.807
C: 0.955 1.585 3.729
C: 0.823 2.589 2.697
C: -1.312 1.981 3.416
C: -0.372 1.213 4.151
C: -0.591 2.841 2.522
C: 2.232 1.128 4.339
H: 3.064 1.168 3.633
H: 2.135 0.101 4.699
H: 2.506 1.754 5.199
C: -0.710 0.223 5.206
H: 0.167 -0.388 5.426
H: -1.490 -0.452 4.843
H: -1.082 0.672 6.138
C: -2.791 1.929 3.576
H: -3.171 2.502 4.435
H: -3.122 0.897 3.718
H: -3.277 2.297 2.671
C: -1.196 3.853 1.617
H: -1.336 4.811 2.134
H: -2.175 3.501 1.280
H: -0.581 4.041 0.737
C: 1.931 3.367 2.089
H: 2.092 4.329 2.598
H: 1.721 3.593 1.041
H: 2.872 2.815 2.130
C: 0.750 -1.397 1.238
C: 1.852 -0.529 1.550
C: 2.586 0.220 0.467
C: 1.721 0.864 -0.653
C: 0.380 1.453 -0.246
C: -0.827 0.664 -0.293
C: -0.821 -0.772 -0.765
C: 0.274 -1.702 -0.159
H: 3.316 -0.447 -0.032
H: 1.643 0.156 -1.502
H: 3.225 1.003 0.907
H: 1.104 -1.830 -0.882
H: 0.551 -2.191 1.976
H: 2.403 -0.743 2.483
H: -0.191 -2.708 -0.124
H: -1.796 -1.231 -0.529
H: -1.793 1.197 -0.370
H: -0.760 -0.863 -1.871
H: 2.333 1.692 -1.060
H: 0.276 2.549 -0.338
P: 1.999 -1.199 -4.209
C: 2.095 -3.028 -4.026
C: 3.655 -0.927 -4.961
P: 0.011 0.443 -5.756
C: 0.982 -1.135 -5.755
C: 0.913 1.325 -7.095
C: -1.413 -0.129 -6.773
H: 1.104 -3.391 -3.723
H: 2.821 -3.267 -3.236
H: 2.393 -3.500 -4.973
H: 3.834 -1.635 -5.782
H: 4.402 -1.076 -4.171
H: 3.725 0.109 -5.316
H: -1.083 -0.596 -7.710
H: -2.055 0.735 -6.986
H: -1.988 -0.844 -6.173
H: 0.247 -1.957 -5.721
H: 1.639 -1.192 -6.641
H: 0.338 2.224 -7.350
H: 1.028 0.691 -7.983
H: 1.892 1.632 -6.709
F: -4.751 -4.732 3.917
C: -4.064 -3.688 3.435
C: -2.707 -3.560 3.848
F: -2.091 -4.444 4.683
C: -1.990 -2.516 3.348
F: -0.644 -2.413 3.656
C: -2.609 -1.595 2.452
O: -2.032 -0.606 1.990
C: -3.994 -1.738 2.079
F: -4.527 -0.801 1.248
C: -4.724 -2.775 2.560
F: -6.034 -2.944 2.204

=====

DFT (ωB97M-V/def2-TZVPD) results for a structure of composition C29H41F5P2Re in a non-equilibrium geometry.

For the HOMO energy (alpha / beta), the calculation gives -13.2 / -14.0 eV. The total energy comes out at -65006.770 eV. Its multiplicity is 4. The net charge is +2.

Cartesian coordinates (Å):
Re: -0.035 -0.380 0.322
C: -0.880 -2.409 1.587
C: 0.392 -2.356 0.913
C: 0.297 -0.629 2.490
C: -0.968 -1.323 2.479
C: 1.205 -1.355 1.619
C: -1.888 -3.508 1.506
H: -1.729 -4.118 0.604
H: -2.917 -3.100 1.512
H: -1.827 -4.166 2.396
C: -2.160 -1.136 3.357
H: -2.575 -2.103 3.662
H: -2.953 -0.614 2.789
H: -1.923 -0.560 4.255
C: 0.796 0.313 3.553
H: 0.359 0.044 4.525
H: 0.532 1.351 3.336
H: 1.887 0.269 3.660
C: 2.641 -1.635 2.002
H: 2.661 -2.340 2.880
H: 3.165 -0.700 2.310
H: 3.191 -2.098 1.163
C: 0.951 -3.511 0.105
H: 0.650 -4.453 0.603
H: 2.049 -3.476 0.041
H: 0.533 -3.500 -0.914
C: -0.955 1.056 -1.794
C: -1.066 -0.304 -1.738
C: -1.229 -1.011 -3.127
C: 0.106 -0.984 -3.935
C: 1.254 -0.704 -2.990
C: 1.604 0.575 -2.771
C: 0.907 1.725 -3.450
C: -0.611 1.762 -3.102
H: -1.990 -0.525 -3.781
H: 0.032 -0.305 -4.823
H: -1.563 -2.061 -3.038
H: -1.200 1.456 -3.988
H: -1.191 1.754 -0.976
H: -1.383 -1.008 -0.827
H: -0.873 2.813 -2.999
H: 1.425 2.658 -3.137
H: 2.477 0.922 -2.217
H: 1.008 1.702 -4.552
H: 0.287 -1.955 -4.416
H: 1.723 -1.604 -2.586
P: -3.283 -0.967 0.491
C: -3.923 0.539 -0.255
C: -3.856 -2.216 -0.757
P: 3.544 0.531 0.289
C: 1.739 0.306 -0.154
C: 4.481 -0.401 -1.038
C: 3.859 2.239 -0.213
H: -3.461 1.424 0.201
H: -4.974 0.509 0.074
H: -3.815 0.545 -1.350
H: -3.329 -2.147 -1.729
H: -4.933 -1.958 -0.825
H: -3.759 -3.233 -0.334
H: 3.655 2.474 -1.263
H: 4.950 2.345 -0.025
H: 3.344 2.934 0.470
H: 1.227 1.153 -0.627
H: 1.589 -0.583 -0.838
H: 5.520 -0.329 -0.674
H: 4.451 0.038 -2.047
H: 4.198 -1.462 -1.057
F: -2.199 1.559 2.917
C: -1.241 2.340 2.328
C: -0.529 1.973 1.169
C: 0.016 3.079 0.517
F: 0.842 2.975 -0.593
C: -0.183 4.403 0.902
F: 0.115 5.374 0.013
C: -0.676 4.674 2.185
F: -0.727 5.943 2.633
C: -1.181 3.611 2.922
F: -1.681 3.858 4.160

=====

DFT (ωB97M-V/def2-TZVPD) results for a structure of composition C29H41F5P2SV in a non-equilibrium geometry.

For the HOMO energy (alpha / beta), the calculation gives -10.0 / -10.0 eV. The total energy comes out at -99415.755 eV. Its multiplicity is 3. The net charge is +1.

Cartesian coordinates (Å):
V: -0.092 -0.780 2.164
C: -1.851 -1.273 3.119
C: -1.441 -2.332 2.258
C: 0.283 -1.949 3.758
C: -0.794 -1.033 4.057
C: -0.108 -2.727 2.611
C: -3.177 -0.609 3.108
H: -3.660 -0.724 2.130
H: -3.100 0.459 3.348
H: -3.832 -1.067 3.859
C: -0.784 0.052 5.059
H: -1.594 0.761 4.842
H: 0.179 0.576 5.051
H: -0.960 -0.319 6.074
C: 1.630 -1.902 4.351
H: 1.692 -2.457 5.293
H: 1.919 -0.876 4.589
H: 2.370 -2.323 3.665
C: 0.716 -3.689 1.860
H: 0.823 -4.621 2.417
H: 1.718 -3.320 1.650
H: 0.264 -3.932 0.901
C: -2.307 -3.009 1.264
H: -2.613 -3.982 1.686
H: -1.818 -3.197 0.296
H: -3.231 -2.444 1.081
C: -0.898 1.816 -0.203
C: -2.038 1.102 -0.120
C: -2.594 -0.076 -0.844
C: -1.722 -0.814 -1.875
C: -0.359 -1.298 -1.501
C: 0.795 -0.612 -1.413
C: 1.143 0.826 -1.580
C: 0.124 1.962 -1.279
H: -3.485 0.336 -1.354
H: -1.671 -0.178 -2.775
H: -2.977 -0.836 -0.133
H: -0.364 2.285 -2.216
H: -0.758 2.549 0.622
H: -2.704 1.405 0.702
H: 0.737 2.832 -0.993
H: 2.041 1.024 -0.970
H: 1.685 -1.228 -1.214
H: 1.516 0.966 -2.604
H: -2.270 -1.706 -2.216
H: -0.293 -2.392 -1.330
P: -0.780 1.040 -4.096
C: -0.831 2.829 -4.459
C: -1.942 0.391 -5.342
P: 1.580 -1.020 -4.605
C: 0.805 0.624 -4.876
C: 0.916 -1.830 -6.139
C: 3.117 -0.506 -5.514
H: 0.057 3.314 -4.029
H: -1.744 3.280 -4.041
H: -0.821 2.926 -5.551
H: -1.773 0.978 -6.257
H: -2.987 0.527 -5.010
H: -1.773 -0.677 -5.518
H: 2.857 -0.162 -6.526
H: 3.797 -1.368 -5.583
H: 3.611 0.317 -4.978
H: 1.537 1.410 -4.630
H: 0.569 0.692 -5.946
H: 1.450 -2.781 -6.279
H: 1.111 -1.197 -7.015
H: -0.156 -2.033 -6.065
F: 2.624 4.055 6.956
C: 2.370 3.382 5.814
C: 1.289 3.746 5.004
F: 0.514 4.790 5.365
C: 1.010 3.028 3.853
F: -0.107 3.331 3.139
C: 1.833 1.962 3.444
S: 1.518 1.089 1.978
C: 2.954 1.648 4.238
F: 3.820 0.678 3.840
C: 3.199 2.325 5.424
F: 4.237 1.969 6.208

=====

DFT (ωB97M-V/def2-TZVPD) results for a cluster of 2 separate species, C29H42BBrFN2O5 in total in a non-equilibrium geometry.

For the HOMO energy, the calculation gives -8.7 eV. The total energy comes out at -117399.081 eV. Its multiplicity is 1. The net charge is +1.

Cartesian coordinates (Å):
C: -2.279 3.646 0.712
C: -1.109 3.848 0.535
C: 0.336 3.971 0.286
C: 0.709 3.464 -1.143
C: 1.872 2.450 -1.204
C: 1.546 1.009 -1.586
C: 2.776 0.074 -1.325
C: 4.147 0.689 -1.655
C: 4.409 0.802 -3.150
O: 5.845 0.789 -3.315
O: 1.209 0.814 -2.936
B: -0.282 0.619 -3.122
C: -0.695 -0.732 -3.993
C: -1.423 -1.817 -3.215
O: -1.016 -3.200 -3.560
C: 0.256 -3.428 -3.211
O: 1.134 -3.674 -3.989
C: -0.826 1.923 -3.971
C: -0.200 2.031 -5.345
C: 1.146 2.765 -5.363
Br: -1.453 3.063 -6.535
O: -0.727 0.681 -1.673
C: 0.307 0.369 -0.876
C: 0.057 0.731 0.584
F: 0.517 -1.084 -0.821
H: -3.309 3.381 0.717
H: 0.542 5.044 0.328
H: 0.910 3.491 1.077
H: 1.020 4.344 -1.708
H: -0.192 3.101 -1.625
H: 2.374 2.432 -0.228
H: 2.629 2.785 -1.911
H: 2.646 -0.764 -2.006
H: 2.817 -0.269 -0.283
H: 4.906 -0.012 -1.292
H: 4.341 1.631 -1.141
H: 4.034 1.738 -3.564
H: 4.010 -0.070 -3.669
H: 6.080 1.350 -4.057
H: 0.198 -1.104 -4.499
H: -1.371 -0.408 -4.788
H: -2.494 -1.764 -3.400
H: -1.282 -1.710 -2.140
H: 0.506 -3.447 -2.139
H: -1.920 1.885 -4.034
H: -0.611 2.863 -3.451
H: -0.093 1.078 -5.856
H: 1.240 3.317 -6.298
H: 1.262 3.447 -4.525
H: 1.945 2.022 -5.379
H: 0.887 1.311 0.984
H: -0.904 1.220 0.715
H: 0.034 -0.196 1.160
C: -4.610 -0.404 8.056
N: -3.762 -0.903 6.947
C: -3.266 -0.021 6.062
C: -2.448 -0.435 5.038
C: -2.122 -1.785 4.916
C: -2.665 -2.677 5.835
C: -3.483 -2.211 6.840
C: -1.209 -2.250 3.845
C: -0.035 -2.935 4.149
C: 0.782 -3.374 3.130
N: 0.454 -3.152 1.850
C: -0.664 -2.482 1.531
C: -1.511 -2.019 2.511
C: 1.302 -3.635 0.735
H: -5.454 0.134 7.633
H: -4.009 0.254 8.678
H: -4.963 -1.245 8.642
H: -3.533 1.017 6.203
H: -2.055 0.303 4.351
H: -2.464 -3.738 5.775
H: -3.922 -2.871 7.573
H: 0.260 -3.123 5.173
H: 1.703 -3.905 3.320
H: -0.857 -2.326 0.475
H: -2.407 -1.490 2.215
H: 1.559 -2.767 0.127
H: 0.718 -4.349 0.159
H: 2.200 -4.109 1.115